[1]
This record from the Open Molecules 2025 dataset describes C46H37BaBrIN4O2PS2 as an isolated structure. The level of theory is ωB97M-V with the def2-TZVPD basis set.

```
95
Properties=species:S:1:pos:R:3:forces:R:3
Ba -0.321768 1.085210 0.693450 -0.5 -0.5 -0.2
Br -5.306566 6.130849 3.680128 0.0 0.0 0.0
C -4.539389 5.055026 2.323780 0.0 0.0 0.0
C -4.277276 3.719466 2.582105 0.0 0.0 0.0
C -3.707499 2.940814 1.593571 0.0 -0.1 -0.1
C -3.425186 3.480012 0.341692 -0.3 0.1 0.2
C -3.689592 4.825316 0.102135 0.1 -0.1 -0.1
C -4.239289 5.618783 1.095992 0.0 0.0 0.0
N -2.809935 2.662124 -0.626803 0.4 -0.3 0.3
C -3.211824 2.679831 -1.823028 -0.2 0.1 0.1
C -2.496884 1.966254 -2.892103 0.2 -0.1 -0.1
C -2.981616 2.015250 -4.191963 -0.1 0.0 0.0
C -2.262115 1.397884 -5.202894 0.0 0.0 0.0
C -1.076432 0.765820 -4.879697 0.0 0.0 0.1
C -0.671087 0.761954 -3.549108 0.0 0.7 -0.4
N -1.361023 1.336927 -2.572442 0.0 0.2 0.1
H -4.494088 3.300885 3.554498 0.0 0.0 0.0
H -3.489506 1.894807 1.782682 0.0 0.0 0.0
H -3.412719 5.263055 -0.849054 0.0 0.0 0.0
H -4.420145 6.670265 0.923061 0.0 0.0 0.0
H -4.107579 3.234706 -2.120392 0.1 0.1 0.0
H -3.904640 2.539389 -4.404794 0.0 0.0 0.0
H -2.618772 1.422806 -6.224044 0.0 0.0 0.0
H -0.468729 0.282945 -5.631788 0.0 0.0 0.0
H 0.255715 0.286492 -3.258408 0.0 0.2 -0.1
S 2.193476 2.535046 0.594689 0.0 -0.1 0.0
C 2.073393 3.838427 1.768206 0.1 0.2 0.1
C 3.165727 4.715232 1.807379 0.0 0.0 0.0
C 3.254960 5.770808 2.699802 -0.1 -0.1 0.0
C 4.417371 6.609116 2.688789 0.1 0.0 0.0
N 5.362794 7.263134 2.659606 0.0 0.0 0.0
C 2.202131 5.984626 3.601865 0.1 0.0 -0.1
C 1.104034 5.143605 3.557959 0.0 0.0 0.0
C 1.000873 4.068418 2.666055 0.1 0.1 0.0
S -0.473393 3.123544 2.779014 0.0 0.0 -0.1
C 2.261634 7.042118 4.567658 0.0 0.1 0.0
N 2.313002 7.885041 5.348190 0.0 0.0 0.0
H 3.976714 4.548074 1.112050 0.0 0.0 0.0
H 0.287230 5.316445 4.245620 0.0 0.0 0.0
I 2.269147 -2.242607 2.096140 0.2 -0.1 0.4
C 3.074611 -4.004765 1.272023 0.0 0.2 0.3
C 3.926679 -4.643721 2.133155 0.0 0.0 0.0
C 4.535020 -5.864172 1.791543 -0.1 0.0 -0.1
C 4.284825 -6.401977 0.567480 0.1 0.1 0.1
C 3.433273 -5.746140 -0.354297 0.0 0.0 0.0
C 3.258271 -6.338965 -1.624965 -0.1 0.0 -0.1
C 2.453548 -5.760351 -2.557231 0.0 0.0 0.0
C 1.789030 -4.568679 -2.230816 0.0 0.0 0.1
C 1.912297 -3.942596 -1.010615 -0.3 0.0 -0.1
P 0.928205 -2.360611 -0.850662 0.1 -0.1 -0.5
C -0.671555 -2.781678 -1.636835 0.0 -0.1 0.0
C -1.284041 -4.024229 -1.486192 0.0 0.0 0.0
C -2.595294 -4.217789 -1.900320 0.0 0.0 0.0
C -3.316029 -3.177799 -2.468911 0.0 0.0 0.0
C -2.720452 -1.931266 -2.610375 0.1 0.0 0.0
C -1.416049 -1.734301 -2.184686 0.2 -0.1 0.2
C 1.826043 -1.383640 -2.129220 -0.1 0.0 0.1
C 2.802824 -0.512426 -1.642697 0.0 0.0 0.1
C 3.576820 0.247746 -2.509701 0.0 0.0 -0.1
C 3.383405 0.141930 -3.879486 -0.1 0.0 0.1
C 2.407028 -0.715353 -4.374404 0.0 0.0 0.0
C 1.630462 -1.469941 -3.507181 0.2 -0.1 -0.1
C 2.771847 -4.520251 -0.020111 0.1 -0.1 -0.1
H 4.131611 -4.204357 3.099155 0.0 0.0 0.0
H 5.186549 -6.353611 2.502936 0.0 0.0 0.0
H 4.737775 -7.339672 0.270245 0.0 0.0 0.0
H 3.788035 -7.258923 -1.840060 0.0 0.0 0.0
H 2.320107 -6.201120 -3.536533 0.0 0.0 0.0
H 1.141057 -4.137007 -2.978423 -0.1 0.1 -0.1
H -0.741798 -4.849019 -1.040732 0.0 0.0 0.0
H -3.054775 -5.190446 -1.777890 0.0 0.0 0.0
H -4.336386 -3.333861 -2.793593 0.0 0.0 0.0
H -3.272486 -1.108314 -3.047409 0.0 0.0 0.0
H -0.969460 -0.748961 -2.275295 -0.3 -0.8 0.3
H 2.973390 -0.431394 -0.572497 0.0 0.0 0.0
H 4.327968 0.919643 -2.114563 -0.1 0.0 0.0
H 3.986689 0.728094 -4.560734 0.0 0.0 0.0
H 2.251319 -0.794885 -5.443427 0.0 0.0 0.0
H 0.864076 -2.118494 -3.912192 -0.1 0.0 0.0
C -3.094416 -1.852027 1.112839 0.0 0.0 0.0
O -2.457490 -0.924927 1.977129 0.2 0.2 -0.2
C -2.055884 -1.519242 3.202424 0.0 0.0 0.1
C -1.302673 -0.504499 4.023134 -0.1 0.0 0.0
O -0.002127 -0.363495 3.490331 0.1 0.1 -0.4
C 0.922316 0.203250 4.413562 0.0 0.1 0.1
H -3.964665 -2.302373 1.600167 0.0 0.0 0.0
H -2.407158 -2.649161 0.809465 0.0 0.0 0.0
H -3.421284 -1.306012 0.229429 0.0 0.0 0.0
H -1.403233 -2.378136 3.005081 0.0 0.0 0.0
H -2.937580 -1.862643 3.755954 0.0 0.0 0.0
H -1.255076 -0.847046 5.062377 0.0 0.0 0.0
H -1.826513 0.460055 3.998008 0.0 0.0 0.1
H 0.561581 1.162362 4.790094 0.0 0.0 -0.1
H 1.856247 0.364490 3.878082 0.0 0.1 0.0
H 1.092402 -0.485210 5.247887 0.0 0.0 0.0
```
Forces are in eV/Å.

Computed properties:
* LUMO level: -1.07 eV
* energy relative to the best compared isomer or geometry (same formula, charge and spin): 27.01 kcal/mol
* E: -6179.57790 hartree
* multiplicity: 1
* largest force on an atom: 0.017 Eh/bohr


[2]
This record from the Open Molecules 2025 dataset describes an isolated molecule of C7H10NPS2 in a non-equilibrium geometry. The level of theory is ωB97M-V with the def2-TZVPD basis set.

```
21
Properties=species:S:1:pos:R:3:forces:R:3
C -4.421478 -1.335768 -0.968766 -1.0 0.4 0.1
C -3.640728 -0.549889 -0.523276 1.7 0.0 0.3
C -2.315467 0.728758 1.141290 -0.9 -0.5 -2.1
C -2.093447 0.786488 2.298430 1.3 1.1 3.9
C -2.498786 0.363208 -0.261528 -0.1 -1.7 0.9
C 2.832183 -0.890946 -0.821319 0.4 1.8 -1.0
C 2.465437 -0.135089 1.474562 -0.3 -2.3 -1.5
N 2.121562 0.097564 -0.011810 -0.7 -0.1 2.1
P 0.620587 0.947127 -0.255178 1.0 -0.4 -1.2
S 0.933768 1.624856 -2.376247 0.8 -0.5 1.0
S -0.915335 -0.513821 -0.764748 -0.2 -0.1 -0.2
H -5.355039 -1.727030 -1.277019 0.0 -0.6 -0.2
H -0.199202 2.308333 -2.383299 -0.4 0.2 0.1
H -1.741537 1.016017 3.338144 -0.8 -0.6 -1.7
H -2.802467 1.143924 -0.899039 0.6 1.6 -0.7
H 2.861482 -0.497882 -1.842044 -0.8 -0.6 -0.3
H 3.907258 -0.825367 -0.636492 0.0 -0.2 0.7
H 2.504546 -1.909684 -0.713053 -0.3 -0.4 -0.1
H 1.828026 -0.991040 1.988290 1.4 1.4 -1.2
H 3.567677 -0.366474 1.433892 -1.2 -0.1 0.4
H 2.340967 0.726717 2.059214 -0.4 1.4 0.6
```
Forces are in eV/Å.

Computed properties:
* LUMO level: 0.65 eV
* energy relative to the best compared isomer or geometry (same formula, charge and spin): 114.17 kcal/mol
* E: -1465.04048 hartree
* multiplicity: 1
* largest force on an atom: 0.083 Eh/bohr


[3]
This record from the Open Molecules 2025 dataset describes C24H53ClN3NaO12 as an isolated structure in a non-equilibrium geometry. The level of theory is ωB97M-V with the def2-TZVPD basis set.

```
94
Properties=species:S:1:pos:R:3:forces:R:3
Na 0.314808 -2.165592 -1.777586 0.4 0.3 0.0
Cl 0.613543 -1.000546 1.374608 0.7 -0.9 0.5
O 1.450579 -0.826755 2.527250 -0.1 0.1 -0.2
O -0.254188 0.141072 1.223231 -0.3 0.1 -0.2
O 1.453965 -1.128098 0.184999 -0.2 0.2 -0.3
O -0.146491 -2.225860 1.492266 -0.3 0.5 -0.1
C 2.687823 2.184993 2.522722 -0.2 -0.1 -0.1
C 3.775209 1.587896 1.621428 -0.1 0.1 0.2
O 4.822369 1.244400 2.535252 0.1 0.2 -0.1
C 4.504278 1.629414 3.794426 -0.5 0.1 -0.3
O 5.217846 1.512794 4.732733 0.2 -0.1 0.2
O 3.261867 2.161688 3.832410 0.3 -0.1 -0.1
H 1.787007 1.579088 2.508099 0.0 0.0 0.2
H 2.430650 3.213340 2.278591 0.1 0.0 0.0
H 4.132639 2.312029 0.889822 0.2 -0.1 0.0
H 3.455994 0.678395 1.121473 -0.1 0.0 0.0
C -1.976819 2.911423 0.121934 0.4 -0.6 -0.2
C -1.966317 3.957561 1.241888 0.1 0.1 -0.2
C -3.138224 4.941567 1.104553 -0.2 -1.4 -0.1
C -4.434083 4.342831 1.640701 -0.2 0.4 0.1
C -4.294692 3.910288 3.093998 0.2 0.7 -0.4
C -3.117630 2.942533 3.309304 -1.2 -0.6 0.8
N -1.967071 3.402443 2.579777 0.5 0.5 0.7
O -0.849331 2.571538 2.817208 -0.3 0.0 -0.1
C -2.812768 2.964430 4.811959 0.6 0.1 0.3
C -3.575068 1.507237 2.956881 0.1 0.3 -1.4
C -0.656560 4.740163 1.094105 0.1 -0.1 -0.3
H -1.912059 3.392764 -0.857837 -0.1 0.1 0.1
H -2.797474 2.188003 0.109092 -0.3 0.4 0.1
H -1.079573 2.287072 0.205649 -0.1 0.2 0.1
H -2.911726 5.860231 1.642473 0.0 0.2 -0.2
H -3.273187 5.057122 0.027638 0.2 0.7 0.1
H -4.786392 3.492268 1.048638 0.2 0.0 -0.2
H -5.197836 5.121697 1.538473 -0.1 -0.2 0.1
H -5.246187 3.487215 3.418378 0.2 -0.3 0.2
H -4.123546 4.794111 3.719307 0.0 0.0 -0.1
H -2.254526 3.861013 5.096795 -0.2 0.1 -0.2
H -3.736853 2.960279 5.392181 0.0 -0.2 0.0
H -2.179996 2.134075 5.129648 -0.2 -0.1 -0.1
H -4.552427 1.275326 3.375230 0.2 -0.1 0.5
H -3.736987 1.437524 1.869951 0.1 0.0 0.1
H -2.813655 0.765486 3.193955 -0.2 -0.1 0.3
H -0.499714 5.369262 1.967813 0.0 0.1 0.0
H -0.675679 5.350451 0.186868 -0.1 0.1 0.1
H 0.176891 4.045869 0.987800 0.1 0.1 0.2
H -1.077365 1.699372 2.457180 0.3 -0.1 -0.1
C -0.052224 -2.243158 -5.318574 -1.1 0.5 -0.5
O 0.795142 -2.364025 -4.218849 0.4 -0.4 0.4
C 1.772952 -3.381971 -4.384107 0.1 -0.3 -0.5
C 2.540892 -3.600990 -3.110428 0.3 0.2 0.9
N 2.981927 -2.310194 -2.579005 0.1 -0.4 0.2
C 4.003281 -2.476089 -1.550347 -0.1 -0.2 0.7
C 4.636773 -1.131463 -1.212865 -0.3 0.4 -0.2
O 5.953192 -1.217505 -0.742574 0.1 -0.1 0.0
C 6.014695 -1.674566 0.606227 0.4 0.1 -0.5
H -0.899878 -2.946239 -5.293779 0.4 -0.3 0.0
H 0.448566 -2.329101 -6.288053 0.2 -0.2 0.2
H -0.523754 -1.255450 -5.304923 0.3 0.0 0.2
H 2.480922 -3.073597 -5.166464 -0.1 0.0 0.0
H 1.313999 -4.320028 -4.720376 -0.1 0.0 0.0
H 3.395830 -4.282665 -3.247932 -0.1 0.1 -0.5
H 1.978281 -4.121138 -2.321042 -0.4 0.2 -0.2
H 3.370156 -1.748761 -3.330426 -0.1 0.0 -0.1
H 4.770376 -3.222617 -1.811681 0.1 0.3 -0.3
H 3.539093 -2.858183 -0.632685 -0.2 -0.1 -0.2
H 3.997831 -0.602618 -0.497237 0.0 -0.1 0.1
H 4.627087 -0.508688 -2.116083 0.3 -0.1 0.0
H 5.528252 -0.955087 1.267202 -0.1 -0.2 0.1
H 7.072269 -1.730035 0.856936 0.0 0.0 0.1
H 5.600311 -2.682287 0.689763 -0.2 0.1 0.2
C -0.450767 1.277571 -2.438724 0.3 -0.1 0.0
O -0.893833 -0.068874 -2.477473 -0.2 -0.8 0.3
C -2.058118 -0.255719 -1.670761 -0.1 0.3 0.2
C -2.463188 -1.720039 -1.425908 0.1 -0.1 0.4
N -1.977856 -2.628600 -2.437323 0.3 -0.4 -0.6
C -2.267029 -4.057119 -2.359182 0.5 -0.5 -0.5
C -1.690151 -4.790621 -1.137832 -1.1 0.6 -0.2
O -0.425637 -4.276261 -0.860123 0.6 0.4 -0.2
C 0.222813 -4.895596 0.241240 0.0 0.1 0.0
H 0.190656 1.418233 -3.306690 0.0 0.1 0.0
H 0.140271 1.469724 -1.537937 -0.1 0.0 0.0
H -1.294339 1.972161 -2.469572 0.0 0.0 -0.1
H -2.872139 0.295785 -2.154966 -0.1 0.0 0.1
H -1.874201 0.167298 -0.676146 -0.1 0.2 -0.2
H -3.550990 -1.726836 -1.266911 0.0 0.0 -0.2
H -2.039725 -2.062774 -0.474163 0.1 0.1 0.0
H -2.200305 -2.338205 -3.380078 0.0 0.3 0.1
H -1.763598 -4.524618 -3.217454 0.0 0.3 -0.1
H -3.325734 -4.296991 -2.525982 -0.1 0.0 0.5
H -1.624712 -5.853565 -1.393718 -0.1 -0.1 0.2
H -2.379689 -4.647142 -0.293813 0.3 -0.2 0.2
H 0.342711 -5.964245 0.041101 -0.1 0.0 0.2
H -0.332338 -4.694011 1.157765 0.0 -0.2 0.0
H 1.200889 -4.432517 0.348689 0.0 0.0 0.0
```
Forces are in eV/Å.

Computed properties:
* LUMO level: -0.30 eV
* E: -2635.60094 hartree
* multiplicity: 1
* largest force on an atom: 0.030 Eh/bohr


[4]
This record from the Open Molecules 2025 dataset describes an isolated ion of composition C6H12N and charge +1 in a non-equilibrium geometry. The level of theory is ωB97M-V with the def2-TZVPD basis set.

```
19
Properties=species:S:1:pos:R:3:forces:R:3
C 1.037183 -1.264101 -0.361161 2.0 -0.3 0.1
C -0.255101 -1.615587 0.333787 -0.6 0.4 -0.3
C -0.671932 0.376065 -1.199973 0.2 -1.2 -1.6
C 0.629865 0.199502 -0.468488 -0.8 1.1 0.7
C -0.737660 -0.176900 0.146298 1.3 -1.4 -0.3
C 1.480024 1.393153 -0.081543 -1.2 -2.1 -0.7
N -1.610446 0.475190 1.091836 1.2 1.9 1.7
H 1.893573 -1.387622 0.378237 -0.8 0.1 -1.4
H 1.180719 -1.841459 -1.307436 0.3 0.7 0.8
H -0.743719 -2.438872 -0.148887 -0.9 -0.3 0.1
H -0.079328 -1.805186 1.375027 0.0 -0.3 0.6
H -0.979137 1.386295 -1.381527 -0.1 0.7 0.4
H -0.969151 -0.240626 -2.042078 0.2 -0.2 -0.1
H 2.291184 0.979943 0.430976 1.3 0.0 1.3
H 0.970933 2.185610 0.386620 -0.8 0.8 1.2
H 1.821787 1.830560 -0.947243 1.2 0.9 -2.1
H -1.990467 -0.295031 1.723188 -0.1 1.8 -0.8
H -2.217630 0.972863 0.419452 -0.9 -0.3 1.4
H -1.050700 1.266203 1.652906 -1.6 -2.2 -1.0
```
Forces are in eV/Å.

Computed properties:
* LUMO level: -3.73 eV
* energy relative to the best compared isomer or geometry (same formula, charge and spin): 56.43 kcal/mol
* E: -290.23199 hartree
* net charge: +1
* multiplicity: 1
* largest force on an atom: 0.056 Eh/bohr


Which of these has the lowest E?
C46H37BaBrIN4O2PS2


Copy entry 2 word for word.
This record from the Open Molecules 2025 dataset describes an isolated molecule of C7H10NPS2 in a non-equilibrium geometry. The level of theory is ωB97M-V with the def2-TZVPD basis set.

```
21
Properties=species:S:1:pos:R:3:forces:R:3
C -4.421478 -1.335768 -0.968766 -1.0 0.4 0.1
C -3.640728 -0.549889 -0.523276 1.7 0.0 0.3
C -2.315467 0.728758 1.141290 -0.9 -0.5 -2.1
C -2.093447 0.786488 2.298430 1.3 1.1 3.9
C -2.498786 0.363208 -0.261528 -0.1 -1.7 0.9
C 2.832183 -0.890946 -0.821319 0.4 1.8 -1.0
C 2.465437 -0.135089 1.474562 -0.3 -2.3 -1.5
N 2.121562 0.097564 -0.011810 -0.7 -0.1 2.1
P 0.620587 0.947127 -0.255178 1.0 -0.4 -1.2
S 0.933768 1.624856 -2.376247 0.8 -0.5 1.0
S -0.915335 -0.513821 -0.764748 -0.2 -0.1 -0.2
H -5.355039 -1.727030 -1.277019 0.0 -0.6 -0.2
H -0.199202 2.308333 -2.383299 -0.4 0.2 0.1
H -1.741537 1.016017 3.338144 -0.8 -0.6 -1.7
H -2.802467 1.143924 -0.899039 0.6 1.6 -0.7
H 2.861482 -0.497882 -1.842044 -0.8 -0.6 -0.3
H 3.907258 -0.825367 -0.636492 0.0 -0.2 0.7
H 2.504546 -1.909684 -0.713053 -0.3 -0.4 -0.1
H 1.828026 -0.991040 1.988290 1.4 1.4 -1.2
H 3.567677 -0.366474 1.433892 -1.2 -0.1 0.4
H 2.340967 0.726717 2.059214 -0.4 1.4 0.6
```
Forces are in eV/Å.

Computed properties:
* LUMO level: 0.65 eV
* energy relative to the best compared isomer or geometry (same formula, charge and spin): 114.17 kcal/mol
* E: -1465.04048 hartree
* multiplicity: 1
* largest force on an atom: 0.083 Eh/bohr


What is the multiplicity in the third record?
1